Molecular formula: C23H27BN7O6S2
Method: DFT, ωB97M-V/def2-TZVPD

Each line ends with the Mulliken charge.
CARTESIAN COORDINATES (ANGSTROEM)
C1 -0.92 0.49 6.26  -1.0122
N1 -1.71 1.13 5.19  0.0775
C2 -0.95 2.22 4.56  -0.9464
B1 -2.30 0.17 4.31  0.4098
O1 -3.37 -0.58 4.70  -0.5377
S1 -1.65 -0.25 2.56  0.8506
O2 -1.64 0.95 1.73  -0.5914
O3 -2.49 -1.33 2.07  -0.7109
N2 -0.16 -0.74 2.96  -0.2028
S2 0.93 -0.98 1.88  0.9175
O4 2.20 -1.16 2.51  -0.5902
O5 0.57 -1.83 0.80  -0.6343
O6 1.13 0.52 1.03  -0.4292
C3 1.46 1.51 1.79  0.7908
N3 1.75 2.39 2.47  -0.6790
H1 0.13 0.46 5.99  0.2309
H2 -1.05 1.04 7.20  0.3067
H3 -1.27 -0.53 6.43  0.3998
H4 -1.63 2.89 4.03  0.2348
H5 -0.17 1.88 3.88  0.3413
H6 -0.47 2.81 5.35  0.3491
H7 -4.01 -0.72 4.00  0.3256
N4 1.34 3.63 -4.10  -0.6263
C4 2.50 3.37 -3.49  -0.2387
C5 2.63 2.54 -2.38  -0.6183
C6 1.48 1.95 -1.88  -0.0540
C7 0.27 2.22 -2.49  -0.1493
C8 0.25 3.06 -3.59  -0.4009
H8 3.37 3.85 -3.92  0.3406
H9 3.59 2.37 -1.93  0.3703
H10 1.48 1.29 -1.02  0.7670
H11 -0.63 1.76 -2.11  0.2041
H12 -0.68 3.28 -4.10  0.4200
N5 -2.16 -0.23 -2.76  -0.3687
C9 -3.16 -0.42 -3.62  0.1940
C10 -4.48 -0.58 -3.23  -0.6031
C11 -4.77 -0.56 -1.87  -0.3400
C12 -3.74 -0.37 -0.97  -0.5274
C13 -2.45 -0.21 -1.46  0.0233
H13 -2.88 -0.44 -4.66  -0.0210
H14 -5.26 -0.73 -3.97  0.3871
H15 -5.79 -0.69 -1.52  0.3870
H16 -3.90 -0.35 0.10  0.4211
H17 -1.63 -0.06 -0.78  0.4649
N6 -1.62 -2.01 -8.30  -0.5521
C14 -1.67 -1.37 -7.14  -0.2409
C15 -1.19 -0.08 -6.94  -0.1471
C16 -0.62 0.57 -8.02  -0.4941
C17 -0.56 -0.08 -9.24  -0.2533
C18 -1.07 -1.37 -9.33  -0.2404
H18 -2.12 -1.92 -6.32  0.4230
H19 -1.26 0.39 -5.97  0.4339
H20 -0.23 1.58 -7.91  0.4005
H21 -0.12 0.39 -10.11  0.3554
H22 -1.04 -1.91 -10.27  0.3432
N7 4.58 -3.80 4.67  -0.5414
C19 3.86 -2.68 4.59  -0.4045
C20 3.94 -1.66 5.54  -0.3592
C21 4.80 -1.81 6.61  -0.4167
C22 5.55 -2.98 6.70  -0.3002
C23 5.40 -3.93 5.70  -0.2447
H23 3.19 -2.58 3.75  0.7996
H24 3.33 -0.77 5.42  0.4340
H25 4.89 -1.04 7.36  0.3711
H26 6.24 -3.14 7.52  0.3469
H27 5.98 -4.85 5.74  0.3551

As for the LUMO energy: 2.49 eV. As for the energy: -2548.68920 Eh. The calculation puts the highest occupied orbital energy at -0.2414 Eh. For the HOMO-LUMO gap, the calculation gives 9.054 eV. Its charge is -1.